Computed, not measured: a cluster of 2 separate species, C2H8N2O2 in total in a non-equilibrium geometry, with wB97M-V/def2-TZVPD.

CARTESIAN COORDINATES (ANGSTROEM)
C  2.07  -0.73  0.07
N  0.89  0.09  -0.07
N  1.03  1.48  -0.15
C  -0.33  -0.41  -0.21
O  -1.35  0.31  -0.12
H  2.53  -0.99  -0.89
H  2.83  -0.25  0.76
H  1.79  -1.68  0.53
H  2.02  1.70  -0.25
H  0.80  1.83  0.78
H  -0.28  -1.50  -0.36
O  -4.40  0.02  0.04
H  -3.78  -0.69  -0.10
H  -3.81  0.80  -0.03

For the relative energy (zero: lowest compared OMol25 entry of this formula, charge and spin), the calculation gives 50.8 kcal per mole. The calculation puts the LUMO energy at 0.50 eV. Its SMILES is CN(N)C=O.O. The charge is 0. The max |F| comes out at 0.0582 hartree/bohr. Its highest occupied orbital energy is -9.373 eV.


Computed, not measured: a cluster of 2 separate species, C2H8N2O2 in total in a non-equilibrium geometry, with wB97M-V/def2-TZVPD.

CARTESIAN COORDINATES (ANGSTROEM)
N  -2.31  1.63  -1.03
C  -0.95  1.13  -1.24
C  -0.84  -0.36  -0.97
N  -1.85  -0.91  -0.24
O  0.11  -1.02  -1.35
H  -2.84  1.50  -1.89
H  -2.31  2.62  -0.85
H  -0.32  1.59  -0.48
H  -0.61  1.32  -2.25
H  -2.67  -0.40  0.00
H  -1.81  -1.92  -0.21
O  5.47  -2.03  3.24
H  4.89  -1.26  3.25
H  6.04  -1.88  4.01

For the relative energy (zero: lowest compared OMol25 entry of this formula, charge and spin), the calculation gives 13.0 kcal per mole. The calculation puts the LUMO energy at 0.86 eV. Its SMILES is NCC(N)=O.O. The charge is 0. The max |F| comes out at 0.0213 hartree/bohr. Its highest occupied orbital energy is -9.545 eV.


Computed, not measured: a cluster of 2 separate species, C2H8N2O2 in total in a non-equilibrium geometry, with wB97M-V/def2-TZVPD.

CARTESIAN COORDINATES (ANGSTROEM)
C  0.38  -2.27  -0.09
O  -0.29  -1.06  -0.06
H  -0.80  0.23  -0.73
H  0.02  -2.86  -0.95
H  0.26  -2.90  0.81
H  1.48  -2.28  -0.11
C  -1.13  1.72  0.86
O  1.36  0.78  -1.40
N  0.81  1.15  -0.21
N  -0.44  1.29  -0.35
H  2.30  0.73  -1.20
H  -0.56  2.49  1.38
H  -1.28  0.85  1.49
H  -2.10  2.13  0.56

For the relative energy (zero: lowest compared OMol25 entry of this formula, charge and spin), the calculation gives 153.1 kcal per mole. The calculation puts the LUMO energy (spin up / spin down) at -0.86 / -0.85 eV. The charge is 0. The max |F| comes out at 0.0356 hartree/bohr. Its highest occupied orbital energy (spin up / spin down) is -7.957 / -7.958 eV.